Record 1
Entry from the Open Molecules 2025 dataset: a single C3H8INS2 molecule in a non-equilibrium geometry (wB97M-V/def2-TZVPD).

```
15
Properties=species:S:1:pos:R:3:lowdin_charge:R:1
C -0.496 1.601 0.712 -0.103
C 0.969 0.228 -0.681 -0.063
C 0.388 0.381 0.766 -0.461
N -0.407 -0.746 1.195 -0.464
S -1.829 -1.160 0.541 0.570
S 0.474 -3.346 -2.503 -0.407
I -1.543 -2.282 -2.075 0.406
H -1.063 1.811 1.596 0.067
H 0.196 2.535 0.389 0.149
H -1.277 1.465 0.089 0.002
H 0.694 -0.767 -1.143 -0.011
H 1.995 0.260 -0.694 0.042
H 0.661 0.985 -1.366 0.067
H 1.254 0.447 1.314 0.108
H -0.017 -1.414 1.860 0.097
```

Computed properties:
energy = -1267.82457 hartree
energy relative to the best compared isomer or geometry (same formula, charge and spin) = 37.1 kcal/mol
molar mass = 249.1 g mol⁻¹
E_HOMO (spin up / spin down) = -7.9 / -7.9 eV

=====

Record 2
Entry from the Open Molecules 2025 dataset: a single C3H8IO2P molecule in a non-equilibrium geometry (wB97M-V/def2-TZVPD).

```
15
Properties=species:S:1:pos:R:3:lowdin_charge:R:1
C -1.147 -1.754 -1.284 -0.079
C 0.741 1.681 1.560 -0.188
C -0.889 -0.813 -0.114 -0.320
O 1.689 1.966 -1.059 -0.356
O -0.239 0.355 -0.677 -0.330
P 1.127 1.001 -0.107 0.149
I 2.698 -0.828 0.245 0.525
H -1.662 -1.005 -2.032 0.124
H -0.299 -2.182 -1.825 0.078
H -1.723 -2.545 -0.965 0.039
H 0.255 1.155 2.379 0.064
H 1.589 2.426 1.581 0.078
H -0.018 2.329 1.291 0.008
H -0.263 -1.363 0.549 0.044
H -1.860 -0.423 0.458 0.163
```

Computed properties:
energy = -908.66838 hartree
SMILES = CCO[P@](C)(=O)I
molar mass = 234.0 g mol⁻¹
E_HOMO = -9.9 eV

=====

Record 3
Entry from the Open Molecules 2025 dataset: a gas-phase ion, C3H8IS2 (charge +1) (wB97M-V/def2-TZVPD).

```
14
Properties=species:S:1:pos:R:3:lowdin_charge:R:1
S 3.002 0.621 -0.408 0.559
S 1.978 -1.138 -0.282 0.749
C 0.215 -0.787 -0.549 -0.456
C -0.379 0.248 0.386 -0.391
C -1.885 0.367 0.166 -0.640
I -2.317 1.669 -1.471 0.833
H 2.339 1.279 0.552 -0.137
H 1.942 -1.392 1.039 -0.002
H 0.177 -0.496 -1.599 0.089
H -0.252 -1.768 -0.436 0.108
H 0.086 1.214 0.202 0.069
H -0.191 -0.038 1.426 0.120
H -2.347 -0.589 -0.057 0.050
H -2.367 0.808 1.031 0.050
```

Computed properties:
charge = +1
energy = -1212.87789 hartree
molar mass = 235.1 g mol⁻¹
E_HOMO = -12.7 eV

=====

Please write out number 3 again, unchanged.
Entry from the Open Molecules 2025 dataset: a gas-phase ion, C3H8IS2 (charge +1) (wB97M-V/def2-TZVPD).

```
14
Properties=species:S:1:pos:R:3:lowdin_charge:R:1
S 3.002 0.621 -0.408 0.559
S 1.978 -1.138 -0.282 0.749
C 0.215 -0.787 -0.549 -0.456
C -0.379 0.248 0.386 -0.391
C -1.885 0.367 0.166 -0.640
I -2.317 1.669 -1.471 0.833
H 2.339 1.279 0.552 -0.137
H 1.942 -1.392 1.039 -0.002
H 0.177 -0.496 -1.599 0.089
H -0.252 -1.768 -0.436 0.108
H 0.086 1.214 0.202 0.069
H -0.191 -0.038 1.426 0.120
H -2.347 -0.589 -0.057 0.050
H -2.367 0.808 1.031 0.050
```

Computed properties:
charge = +1
energy = -1212.87789 hartree
molar mass = 235.1 g mol⁻¹
E_HOMO = -12.7 eV